Arrangement P

{"formula": "C3H3NO4", "method": "ωB97M-V/def2-TZVPD", "e_homo_ev": -10.0, "orbital_gap_ev": 9.68, "symbols": ["N", "C", "O", "C", "O", "C", "O", "O", "H", "H", "H"], "coordinates": [[-1.579, -0.166, -0.933], [-0.795, 0.796, -0.417], [-0.713, 1.935, -0.812], [0.118, 0.289, 0.705], [-0.107, 0.365, 1.889], [1.540, 0.022, 0.162], [2.264, 0.420, -0.675], [1.493, -1.325, 0.763], [-1.458, -1.128, -0.652], [-2.114, 0.059, -1.757], [1.351, -1.267, 1.728]], "lowdin_charge": [0.199, -0.484, 0.121, -0.249, 0.139, -0.322, 0.211, 0.033, 0.121, 0.124, 0.107]}



Arrangement Q

{"formula": "C3H3NO4", "method": "ωB97M-V/def2-TZVPD", "e_homo_ev": -7.8, "orbital_gap_ev": 8.10, "symbols": ["O", "C", "N", "C", "O", "C", "O", "O", "H", "H", "H"], "coordinates": [[-2.564, -0.091, -0.193], [-1.255, -0.158, 0.135], [-0.587, -1.288, 0.100], [0.721, -0.767, -0.019], [1.802, -1.444, -0.086], [0.819, 0.552, 0.089], [1.713, 1.512, -0.197], [-0.530, 1.004, 0.103], [-3.004, 0.764, -0.336], [1.659, -2.413, -0.091], [1.227, 2.329, 0.494]], "lowdin_charge": [0.117, -0.422, 0.226, -0.410, 0.128, -0.339, 0.051, 0.108, 0.134, 0.146, 0.261]}



Which structure is most stable, and how do the rest compare? From most to least stable: arrangement P, arrangement Q.



Arrangement P

{"formula": "C39H87N5O7", "method": "ωB97M-V/def2-TZVPD", "e_homo_ev": -7.9, "orbital_gap_ev": 8.45, "symbols": ["C", "C", "C", "C", "C", "C", "C", "C", "C", "N", "O", "H", "H", "H", "H", "H", "H", "H", "H", "H", "H", "H", "H", "H", "H", "H", "H", "H", "H", "H", "C", "C", "C", "C", "C", "C", "C", "C", "C", "N", "O", "H", "H", "H", "H", "H", "H", "H", "H", "H", "H", "H", "H", "H", "H", "H", "H", "H", "H", "H", "C", "C", "C", "C", "C", "C", "C", "C", "C", "N", "O", "H", "H", "H", "H", "H", "H", "H", "H", "H", "H", "H", "H", "H", "H", "H", "H", "H", "H", "H", "C", "O", "C", "C", "N", "C", "C", "O", "C", "H", "H", "H", "H", "H", "H", "H", "H", "H", "H", "H", "H", "H", "H", "H", "C", "O", "C", "C", "N", "C", "C", "O", "C", "H", "H", "H", "H", "H", "H", "H", "H", "H", "H", "H", "H", "H", "H", "H"], "coordinates": [[-6.021, 9.675, 5.816], [-5.716, 8.702, 4.672], [-5.988, 7.256, 5.118], [-6.689, 9.093, 3.542], [-6.243, 8.587, 2.165], [-4.861, 9.136, 1.909], [-3.819, 8.695, 2.933], [-3.483, 7.220, 2.681], [-2.554, 9.530, 2.723], [-4.341, 8.890, 4.265], [-3.391, 8.706, 5.310], [-6.998, 9.523, 6.271], [-5.305, 9.437, 6.614], [-5.818, 10.705, 5.532], [-7.037, 7.137, 5.418], [-5.896, 6.535, 4.309], [-5.372, 7.086, 6.001], [-7.674, 8.735, 3.843], [-6.777, 10.178, 3.413], [-6.304, 7.498, 2.194], [-6.934, 8.969, 1.412], [-4.880, 10.230, 1.838], [-4.477, 8.842, 0.925], [-2.994, 6.939, 1.745], [-4.429, 6.668, 2.583], [-3.016, 6.723, 3.532], [-2.792, 10.588, 2.855], [-2.208, 9.286, 1.721], [-1.793, 9.291, 3.464], [-3.057, 9.602, 5.440], [1.606, 3.638, -5.897], [2.010, 2.660, -4.795], [3.345, 3.016, -4.156], [0.971, 2.689, -3.648], [-0.314, 1.870, -3.749], [-0.063, 0.488, -4.405], [1.367, 0.141, -4.797], [2.169, -0.354, -3.580], [1.231, -0.912, -5.891], [1.978, 1.328, -5.374], [3.090, 1.076, -6.209], [1.440, 4.663, -5.560], [2.398, 3.663, -6.652], [0.721, 3.262, -6.411], [4.071, 3.357, -4.902], [3.272, 3.826, -3.426], [3.835, 2.164, -3.680], [1.451, 2.404, -2.710], [0.691, 3.743, -3.554], [-0.672, 1.674, -2.735], [-1.101, 2.419, -4.262], [-0.698, 0.558, -5.301], [-0.564, -0.353, -3.916], [3.217, -0.483, -3.846], [1.722, -1.318, -3.333], [2.034, 0.329, -2.751], [0.917, -0.445, -6.829], [0.376, -1.565, -5.682], [2.105, -1.542, -6.049], [2.699, 0.975, -7.085], [0.291, -5.740, 0.161], [-0.035, -5.511, -1.326], [-0.844, -4.231, -1.436], [1.240, -5.338, -2.143], [1.925, -6.665, -2.373], [0.963, -7.577, -3.147], [-0.317, -7.815, -2.357], [-1.311, -8.516, -3.284], [-0.057, -8.807, -1.184], [-0.896, -6.543, -1.932], [-2.066, -6.777, -1.211], [-0.597, -6.058, 0.707], [0.580, -4.747, 0.514], [1.106, -6.438, 0.346], [-0.289, -3.315, -1.215], [-1.749, -4.194, -0.821], [-1.262, -4.155, -2.445], [0.974, -4.969, -3.136], [1.890, -4.639, -1.617], [2.195, -7.157, -1.425], [2.898, -6.706, -2.877], [1.516, -8.519, -3.208], [0.757, -7.205, -4.151], [-2.225, -8.750, -2.742], [-1.587, -7.862, -4.117], [-0.893, -9.414, -3.741], [0.879, -9.340, -1.348], [0.047, -8.295, -0.221], [-0.863, -9.528, -1.051], [-1.831, -7.304, -0.425], [3.109, -1.322, 0.373], [2.406, -0.215, 0.895], [2.202, 0.815, -0.041], [1.623, 2.033, 0.636], [0.303, 1.739, 1.227], [0.131, 2.358, 2.558], [-1.340, 2.428, 2.965], [-1.965, 3.616, 2.462], [-2.417, 3.582, 1.116], [4.020, -1.021, -0.160], [2.449, -1.911, -0.273], [3.462, -1.958, 1.183], [1.436, 0.506, -0.771], [3.111, 1.130, -0.567], [1.528, 2.807, -0.140], [2.352, 2.479, 1.330], [0.368, 0.735, 1.384], [0.497, 3.384, 2.515], [0.702, 1.774, 3.293], [-1.414, 2.633, 4.035], [-1.845, 1.501, 2.668], [-1.566, 3.306, 0.480], [-2.908, 4.521, 0.878], [-3.158, 2.791, 0.895], [4.118, -8.932, 0.071], [3.706, -7.770, 0.754], [4.631, -6.717, 0.699], [4.078, -5.502, 1.454], [3.074, -5.838, 2.456], [3.483, -5.743, 3.858], [3.840, -4.402, 4.483], [2.761, -3.530, 4.775], [2.210, -2.841, 3.692], [4.571, -9.675, 0.729], [4.698, -8.647, -0.814], [3.230, -9.418, -0.354], [4.788, -6.465, -0.357], [5.594, -7.000, 1.146], [3.604, -4.870, 0.692], [4.908, -4.930, 1.866], [2.780, -6.789, 2.271], [4.390, -6.369, 4.011], [2.717, -6.253, 4.447], [4.569, -3.888, 3.832], [4.380, -4.549, 5.416], [1.287, -2.323, 3.981], [1.791, -3.494, 2.914], [2.822, -2.085, 3.188]], "lowdin_charge": [-0.040, -0.529, -0.020, -0.139, -0.176, -0.149, -0.536, -0.030, -0.031, -0.109, -0.008, 0.086, 0.077, 0.085, 0.082, 0.072, 0.085, 0.119, 0.117, 0.101, 0.112, 0.123, 0.124, 0.079, 0.063, 0.091, 0.086, 0.086, 0.079, 0.102, -0.029, -0.524, -0.033, -0.140, -0.148, -0.138, -0.522, -0.005, -0.039, -0.132, -0.005, 0.084, 0.079, 0.086, 0.080, 0.086, 0.081, 0.087, 0.119, 0.103, 0.104, 0.114, 0.118, 0.090, 0.082, 0.041, 0.088, 0.085, 0.085, 0.099, -0.021, -0.516, -0.047, -0.129, -0.181, -0.138, -0.515, -0.044, -0.015, -0.109, -0.013, 0.083, 0.081, 0.060, 0.079, 0.085, 0.090, 0.125, 0.114, 0.090, 0.115, 0.116, 0.124, 0.076, 0.088, 0.089, 0.072, 0.068, 0.081, 0.089, -0.097, -0.185, -0.256, -0.213, -0.050, -0.200, -0.204, -0.208, -0.112, 0.094, 0.086, 0.059, 0.113, 0.127, 0.110, 0.121, 0.097, 0.121, 0.120, 0.120, 0.123, 0.069, 0.070, 0.086, -0.094, -0.226, -0.220, -0.191, -0.057, -0.203, -0.214, -0.167, -0.129, 0.092, 0.092, 0.077, 0.118, 0.124, 0.097, 0.111, 0.089, 0.119, 0.122, 0.114, 0.121, 0.090, 0.076, 0.069]}



Arrangement Q

{"formula": "C39H87N5O7", "method": "ωB97M-V/def2-TZVPD", "e_homo_ev": -8.1, "orbital_gap_ev": 8.63, "symbols": ["C", "C", "C", "C", "C", "C", "C", "C", "C", "N", "O", "H", "H", "H", "H", "H", "H", "H", "H", "H", "H", "H", "H", "H", "H", "H", "H", "H", "H", "H", "C", "C", "C", "C", "C", "C", "C", "C", "C", "N", "O", "H", "H", "H", "H", "H", "H", "H", "H", "H", "H", "H", "H", "H", "H", "H", "H", "H", "H", "H", "C", "C", "C", "C", "C", "C", "C", "C", "C", "N", "O", "H", "H", "H", "H", "H", "H", "H", "H", "H", "H", "H", "H", "H", "H", "H", "H", "H", "H", "H", "C", "O", "C", "C", "N", "C", "C", "O", "C", "H", "H", "H", "H", "H", "H", "H", "H", "H", "H", "H", "H", "H", "H", "H", "C", "O", "C", "C", "N", "C", "C", "O", "C", "H", "H", "H", "H", "H", "H", "H", "H", "H", "H", "H", "H", "H", "H", "H"], "coordinates": [[1.077, -2.337, -1.987], [1.345, -3.902, -1.885], [2.693, -4.219, -2.593], [1.584, -4.280, -0.367], [0.323, -4.328, 0.471], [-0.528, -5.465, -0.185], [-0.915, -5.167, -1.609], [-1.555, -6.449, -2.282], [-2.013, -4.097, -1.599], [0.294, -4.825, -2.440], [0.054, -4.651, -3.855], [1.992, -1.747, -2.037], [0.762, -2.097, -3.003], [0.471, -1.869, -1.211], [2.845, -5.282, -2.405], [2.659, -4.185, -3.682], [3.570, -3.753, -2.144], [2.172, -5.197, -0.319], [2.295, -3.585, 0.078], [0.365, -4.443, 1.554], [-0.256, -3.407, 0.391], [-1.353, -5.845, 0.417], [-0.007, -6.422, -0.166], [-2.066, -6.084, -3.173], [-2.340, -6.865, -1.650], [-0.866, -7.270, -2.477], [-2.886, -4.408, -1.025], [-2.527, -3.932, -2.545], [-1.806, -3.056, -1.348], [0.533, -5.358, -4.293], [-2.400, 2.521, 0.313], [-3.844, 2.503, -0.289], [-4.248, 3.990, -0.376], [-3.743, 1.823, -1.721], [-5.034, 1.319, -2.409], [-5.935, 0.628, -1.299], [-6.039, 1.142, 0.154], [-7.069, 2.244, 0.214], [-6.615, -0.080, 0.999], [-4.719, 1.694, 0.612], [-4.658, 2.183, 1.903], [-1.696, 2.573, -0.518], [-2.219, 3.255, 1.099], [-2.307, 1.611, 0.906], [-4.109, 4.572, 0.535], [-3.649, 4.377, -1.200], [-5.234, 4.214, -0.783], [-3.168, 2.510, -2.342], [-3.106, 0.941, -1.653], [-5.740, 1.973, -2.920], [-4.678, 0.552, -3.097], [-5.633, -0.417, -1.360], [-6.842, 0.517, -1.893], [-7.150, 2.551, 1.257], [-8.060, 1.879, -0.058], [-6.852, 3.117, -0.400], [-7.617, 0.087, 1.394], [-5.920, -0.178, 1.833], [-6.565, -1.087, 0.586], [-4.843, 3.123, 1.832], [0.720, 6.878, 0.212], [1.442, 6.466, -1.138], [0.328, 6.474, -2.233], [2.509, 7.446, -1.513], [3.551, 6.972, -2.524], [4.206, 5.619, -1.897], [3.118, 4.455, -1.686], [2.860, 3.784, -3.046], [3.879, 3.478, -0.816], [1.966, 5.098, -0.874], [0.955, 4.210, -0.532], [0.160, 6.050, 0.649], [1.299, 7.210, 1.074], [0.108, 7.744, -0.039], [0.890, 6.180, -3.120], [-0.446, 5.707, -2.189], [-0.051, 7.419, -2.622], [1.926, 8.318, -1.808], [3.029, 7.673, -0.583], [3.067, 6.694, -3.461], [4.293, 7.750, -2.703], [4.831, 5.707, -1.008], [4.782, 5.235, -2.739], [2.053, 3.053, -3.002], [3.725, 3.417, -3.598], [2.317, 4.355, -3.799], [4.738, 3.161, -1.407], [3.217, 2.667, -0.513], [4.196, 3.897, 0.139], [0.887, 4.357, 0.414], [0.245, 0.397, 1.424], [1.587, 0.746, 1.054], [2.522, 0.435, 2.174], [3.027, -1.046, 2.135], [3.482, -1.171, 0.708], [4.950, -0.890, 0.527], [5.336, -1.158, -0.874], [6.699, -0.972, -1.093], [7.150, -0.484, -2.329], [0.283, -0.656, 1.703], [-0.246, 0.530, 0.460], [-0.328, 0.938, 2.177], [2.024, 0.628, 3.125], [3.387, 1.089, 2.063], [2.313, -1.833, 2.376], [3.899, -1.276, 2.748], [3.020, -0.490, 0.122], [5.660, -1.388, 1.188], [5.231, 0.135, 0.766], [4.720, -0.559, -1.545], [5.051, -2.193, -1.059], [8.231, -0.399, -2.441], [6.711, 0.414, -2.763], [6.814, -1.214, -3.065], [2.493, -4.211, 4.111], [2.043, -3.272, 5.076], [0.890, -3.738, 5.863], [-0.490, -3.307, 5.403], [-0.797, -3.963, 4.154], [-2.209, -3.513, 3.999], [-2.571, -3.632, 2.555], [-2.150, -2.497, 1.754], [-3.020, -1.405, 1.802], [1.819, -4.269, 3.257], [2.621, -5.262, 4.368], [3.395, -3.650, 3.864], [0.818, -4.804, 6.079], [1.106, -3.408, 6.879], [-1.187, -3.517, 6.214], [-0.396, -2.224, 5.327], [-0.140, -3.701, 3.433], [-2.851, -4.162, 4.595], [-2.413, -2.464, 4.215], [-2.005, -4.517, 2.265], [-3.643, -3.812, 2.480], [-2.514, -0.713, 1.129], [-3.402, -0.997, 2.737], [-3.949, -1.626, 1.275]], "lowdin_charge": [-0.017, -0.426, -0.042, -0.138, -0.154, -0.148, -0.477, -0.030, -0.042, -0.078, -0.022, 0.057, 0.072, 0.063, 0.074, 0.075, 0.068, 0.112, 0.096, 0.076, 0.084, 0.108, 0.116, 0.070, 0.076, 0.081, 0.084, 0.074, 0.073, 0.092, -0.035, -0.454, -0.039, -0.117, -0.151, -0.135, -0.451, -0.055, -0.014, -0.128, -0.010, 0.084, 0.081, 0.050, 0.080, 0.083, 0.065, 0.108, 0.113, 0.099, 0.102, 0.097, 0.112, 0.084, 0.086, 0.068, 0.075, 0.061, 0.070, 0.079, -0.023, -0.491, -0.032, -0.172, -0.129, -0.092, -0.449, -0.046, -0.062, -0.098, -0.034, 0.063, 0.075, 0.080, 0.058, 0.076, 0.081, 0.120, 0.118, 0.094, 0.102, 0.106, 0.095, 0.081, 0.084, 0.065, 0.087, 0.071, 0.085, 0.086, -0.107, -0.221, -0.152, -0.153, -0.040, -0.209, -0.264, -0.166, -0.115, 0.078, 0.078, 0.087, 0.111, 0.109, 0.084, 0.110, 0.076, 0.122, 0.110, 0.125, 0.114, 0.088, 0.078, 0.081, -0.115, -0.181, -0.203, -0.254, -0.015, -0.217, -0.200, -0.197, -0.119, 0.050, 0.092, 0.087, 0.117, 0.113, 0.126, 0.120, 0.075, 0.128, 0.111, 0.105, 0.124, 0.076, 0.093, 0.073]}



Which structure is most stable, and how do the rest compare? From most to least stable: arrangement P, arrangement Q.



Arrangement P

{"formula": "H12O6", "method": "ωB97M-V/def2-TZVPD", "multiplicity": 2, "e_homo_ev": [-13.1, -13.1], "orbital_gap_ev": [9.44, 1.44], "total_charge": 1, "symbols": ["O", "H", "H", "O", "H", "H", "O", "H", "H", "O", "H", "H", "O", "H", "H", "O", "H", "H"], "coordinates": [[-0.888, -3.803, 1.359], [-0.889, -2.845, 1.520], [-1.541, -3.969, 0.653], [0.982, 3.709, -2.245], [1.453, 2.969, -2.656], [0.804, 4.287, -3.003], [-1.629, -1.196, 3.434], [-0.688, -1.304, 3.647], [-2.112, -0.971, 4.251], [-1.511, 6.539, -3.526], [-1.334, 5.687, -3.934], [-0.734, 6.732, -2.991], [0.986, 0.133, 2.308], [0.366, 0.291, 1.577], [1.518, -0.574, 1.905], [1.896, -5.043, -0.451], [2.287, -5.165, -1.333], [1.033, -5.477, -0.516]], "lowdin_charge": [0.152, 0.065, 0.110, -0.067, 0.037, 0.028, 0.119, 0.071, 0.110, -0.052, 0.023, 0.032, 0.025, 0.067, 0.069, 0.066, 0.085, 0.063]}



Arrangement Q

{"formula": "H12O6", "method": "ωB97M-V/def2-TZVPD", "multiplicity": 2, "e_homo_ev": [-14.6, -14.5], "orbital_gap_ev": [11.00, 3.02], "total_charge": 1, "symbols": ["O", "H", "H", "O", "H", "H", "O", "H", "H", "O", "H", "H", "O", "H", "H", "O", "H", "H"], "coordinates": [[0.595, 2.436, 0.500], [1.511, 2.688, 0.618], [0.101, 3.093, 0.991], [0.326, -0.310, 0.461], [1.059, -0.434, 1.064], [0.028, 0.585, 0.626], [-0.473, 3.369, -1.900], [-0.234, 2.567, -1.436], [-1.357, 3.569, -1.593], [1.706, -0.764, -1.708], [1.294, -1.119, -2.496], [0.990, -0.686, -1.078], [-1.616, -2.127, -0.871], [-1.313, -3.033, -0.923], [-1.059, -1.725, -0.204], [-0.442, -2.947, 2.354], [-0.108, -2.988, 3.250], [-1.007, -2.174, 2.345]], "lowdin_charge": [-0.009, 0.085, 0.082, -0.024, 0.089, 0.038, 0.119, 0.028, 0.082, 0.345, 0.134, 0.035, -0.040, 0.046, -0.027, -0.046, 0.040, 0.023]}



Which structure is most stable, and how do the rest compare? From most to least stable: arrangement Q, arrangement P.